Molecular formula: C18H76IN3O27P2S
Method: DFT, ωB97M-V with the def2-TZVPD basis set

Calculated values
E_LUMO ... -0.03870 hartree
HOMO-LUMO gap ... 6.973 eV

Geometry as XYZ:
```
128
Properties=species:S:1:pos:R:3:forces:R:3:lowdin_charge:R:1
C -1.3704 -3.2886 -0.3924 0.28 0.45 0.15 -0.0663
C -1.7371 -2.1446 -1.4026 1.69 -1.26 -0.47 -0.3094
O -3.1258 -1.7773 -1.4264 0.66 2.45 0.49 -0.2060
P -3.2636 -0.1115 -1.5473 -2.01 -0.22 -0.55 0.6241
O -4.7082 0.2918 -1.5767 1.58 -0.44 0.56 -0.3004
C -2.4988 0.3596 -3.1716 0.54 0.48 -0.01 -0.1784
C -1.5572 1.6324 -3.1148 1.22 -0.06 -0.37 -0.2175
C -0.1672 1.3350 -3.8580 0.08 -0.95 1.85 -0.1420
C 0.5815 0.2127 -3.0026 -0.04 0.00 -0.05 -0.2231
C 0.7780 -1.1427 -3.5944 0.36 -0.24 0.34 -0.0552
N 1.4044 -2.1921 -3.0084 -1.16 3.34 0.80 0.1254
C 1.8183 -1.8419 -1.7307 1.16 -0.87 1.94 -0.2142
C 2.5166 -2.9118 -0.9208 -0.09 -0.07 1.97 -0.3074
P 2.7022 -4.6008 -1.7346 1.33 1.24 -2.82 0.6796
N 3.6902 -4.5273 -2.9871 -0.18 0.37 1.21 -0.3267
C 3.0174 -2.6945 0.4309 -1.58 2.23 -1.86 -0.6261
I 4.0488 -4.2366 1.5541 -0.61 1.07 -0.41 0.8647
C 2.8192 -1.3435 1.0577 -1.09 0.29 -2.49 -0.0635
C 2.1261 -0.2941 0.2981 0.79 -1.64 0.21 -0.0970
C 1.9275 1.1133 0.9230 -0.08 0.47 0.29 -0.1676
C 1.0684 1.1599 2.2531 -0.35 1.10 0.32 -0.2566
C -0.0097 2.3295 2.2348 0.21 -0.36 -0.78 -0.5144
S 0.7734 4.0010 1.9350 -0.29 -0.24 -0.43 0.6589
C 1.6345 -0.5358 -1.1073 0.42 -0.15 1.10 -0.1362
N 1.0027 0.5320 -1.7519 0.08 -2.51 -2.00 0.1733
O -2.4559 0.5828 -0.2612 -0.74 -1.20 -1.38 -0.2503
C -3.0729 0.2139 0.9914 -0.60 -0.40 1.75 -0.2837
C -2.2781 -0.8633 1.8113 -0.16 0.39 0.27 -0.0569
H -0.6692 -4.0031 -0.9080 -0.82 0.56 0.58 0.0674
H -2.2602 -3.8275 0.0214 0.78 0.44 -0.53 0.0908
H -0.8088 -2.8300 0.4667 -0.61 -0.71 -0.70 0.0512
H -1.4300 -2.5025 -2.4299 -0.57 0.48 0.90 0.1125
H -1.0600 -1.2809 -1.1593 -0.77 -0.50 -0.25 0.0885
H -3.3601 0.5976 -3.8543 0.57 -0.40 0.98 0.1027
H -1.9925 -0.5364 -3.6287 -0.31 0.84 0.61 0.0884
H -1.2824 1.9458 -2.0672 -0.50 -0.44 -0.97 0.0977
H -2.0050 2.5220 -3.6164 0.18 -1.03 0.55 0.0760
H 0.5207 2.2213 -3.8076 -0.96 -0.76 -0.32 0.1015
H -0.3616 1.0093 -4.9074 0.45 0.30 0.99 0.0935
H 0.3763 -1.3106 -4.6275 0.48 0.18 1.05 0.1325
H 1.4328 -5.0140 -2.2742 0.18 0.08 1.18 -0.0001
H 3.1841 -5.5788 -0.8179 -0.95 0.41 0.15 -0.0689
H 4.0626 -3.5760 -3.0938 -0.06 -0.53 -0.18 -0.0826
H 3.1960 -1.1069 2.0814 -0.39 -0.33 -1.02 0.1068
H 1.4544 1.8480 0.2128 0.56 -1.18 0.35 0.0773
H 2.9268 1.5710 1.1790 -0.87 -0.66 -0.41 0.1229
H 0.5019 0.2276 2.4868 0.76 0.62 -0.24 0.0746
H 1.7507 1.4192 3.1106 -0.76 -0.70 -0.74 0.1012
H -0.7628 2.1897 1.4174 0.61 -0.03 0.68 0.0606
H -0.5695 2.4071 3.2021 0.66 -0.06 -0.79 0.0742
H 0.7032 4.1179 0.5590 -0.11 -0.43 1.00 -0.1638
H -4.1129 -0.1973 0.8363 1.02 0.54 -0.12 0.1120
H -3.2034 1.1176 1.6523 0.35 -0.59 -1.10 0.1066
H -2.2626 -0.5626 2.8966 -0.07 -0.31 -1.06 0.0736
H -1.2002 -0.9482 1.5051 -1.13 -0.01 0.08 0.0710
H -2.8358 -1.8274 1.7372 0.90 0.55 0.02 0.0830
O 2.5154 1.4651 -5.1135 0.21 -0.25 -0.02 -0.0499
H 2.5963 0.9581 -4.2974 0.06 0.09 -0.05 0.0187
H 3.0388 0.9627 -5.7539 0.02 0.15 -0.15 0.0145
O -5.6361 1.8765 2.1766 -0.11 -0.18 0.67 -0.0682
H -5.5257 1.5261 1.2855 -0.22 0.03 0.04 0.0246
H -5.4855 2.8251 2.0730 -0.12 -0.05 -0.28 0.0196
O -0.8668 4.3984 -3.4950 0.11 0.51 -0.26 -0.0600
H -0.4120 4.7607 -4.2660 0.08 -0.06 0.09 0.0550
H -0.2924 4.6380 -2.7495 -0.21 0.08 -0.09 0.0144
O -5.0484 3.4950 0.2354 0.27 0.13 -0.45 -0.0469
H -5.2780 3.8192 -0.6434 -0.03 0.01 0.09 0.0654
H -4.4758 2.7368 0.0576 0.04 0.12 -0.21 0.0285
O 0.9044 -0.4956 4.7097 -0.21 -0.02 0.05 -0.0775
H 0.9878 -1.4229 4.4559 0.04 -0.04 0.19 0.0010
H 0.7068 -0.5298 5.6547 0.15 0.19 0.00 0.0189
O -2.2189 -2.4526 5.0480 -0.02 0.07 -0.37 -0.0615
H -3.1319 -2.7628 5.0864 0.11 -0.10 0.34 0.0211
H -2.2901 -1.5006 5.1790 0.14 -0.07 -0.01 0.0350
O -8.6315 2.1623 1.7053 0.06 0.07 0.20 -0.0557
H -8.7100 3.0860 1.4440 -0.09 -0.10 0.01 0.0400
H -7.7197 2.0843 2.0235 0.11 -0.10 -0.10 0.0013
O 5.8407 -4.2734 5.2352 -0.13 0.10 -0.27 -0.0740
H 5.5737 -3.9322 4.3743 0.06 0.08 0.01 -0.0237
H 6.4260 -5.0134 5.0273 -0.09 -0.10 0.31 0.0191
O -9.9366 -0.2404 3.4929 0.18 0.06 0.14 -0.0659
H -9.5838 0.5893 3.1450 -0.08 0.04 -0.20 0.0003
H -9.2116 -0.6035 4.0126 -0.09 -0.01 -0.05 0.0267
O -3.2964 6.3291 -4.7433 0.27 0.05 0.03 -0.0634
H -2.9217 7.1571 -5.0637 -0.11 -0.06 -0.01 0.0322
H -2.5894 5.9424 -4.2088 -0.07 -0.13 0.06 -0.0003
O -1.7096 2.2066 -6.2590 -0.31 0.14 -0.17 -0.0420
H -2.6295 1.9170 -6.2494 0.07 0.03 -0.07 0.0506
H -1.7646 3.1604 -6.1262 0.02 -0.07 -0.01 0.0441
O -3.9908 -3.5275 7.0394 -0.35 -0.13 0.11 -0.0506
H -3.5811 -3.8962 7.8299 0.10 0.07 -0.12 0.0467
H -4.9153 -3.7937 7.1082 0.07 0.03 -0.01 0.0447
O 5.5142 -2.0001 -3.5390 -0.01 0.29 0.05 -0.0622
H 5.9148 -1.6190 -4.3284 -0.03 -0.12 0.03 0.0457
H 6.1147 -1.7485 -2.8278 0.00 -0.12 -0.06 0.0439
O 0.3948 5.8873 -1.4974 0.36 0.39 0.16 -0.0506
H -0.1587 6.4865 -0.9809 -0.11 -0.15 -0.05 0.0745
H 1.2858 6.0378 -1.1568 -0.03 -0.15 0.00 0.0662
O 1.9053 -3.1120 5.0104 -0.01 -0.37 -0.15 -0.0539
H 2.0310 -3.6162 5.8231 -0.05 0.22 0.05 0.0648
H 2.4194 -3.5908 4.3551 0.13 -0.09 -0.17 -0.0011
O 4.2062 0.5206 -7.7249 0.11 -0.09 -0.13 -0.0518
H 3.9778 0.8719 -8.5961 -0.14 0.16 0.09 0.0198
H 4.7733 -0.2344 -7.9180 -0.07 0.02 0.10 0.0427
O 7.8939 -4.0047 -3.5016 -0.08 -0.07 0.22 -0.0717
H 8.2970 -4.3781 -2.7102 0.01 0.00 -0.11 0.0313
H 6.9638 -4.2627 -3.4367 -0.01 0.11 -0.09 0.0232
O 3.9481 -1.6671 6.7142 0.16 -0.03 -0.11 -0.0641
H 3.6755 -1.3265 5.8534 -0.18 -0.06 0.11 0.0214
H 4.5383 -2.4016 6.4999 0.03 0.06 0.08 0.0138
O -0.8554 -4.5464 2.8197 -0.10 0.01 -0.08 -0.0550
H -1.4063 -3.9769 3.3708 0.02 0.11 0.11 0.0081
H 0.0380 -4.3518 3.1118 0.09 0.04 0.10 0.0121
O 1.5861 7.2179 -4.3318 -0.15 0.08 0.18 -0.0583
H 1.2135 6.9921 -3.4695 -0.02 -0.07 -0.05 -0.0023
H 1.4633 8.1716 -4.3977 0.05 -0.08 -0.07 0.0376
O -3.9113 4.3962 3.9813 -0.11 -0.19 0.05 -0.0553
H -4.3405 4.4437 4.8432 0.04 0.04 -0.07 0.0383
H -4.0531 3.4842 3.6997 0.06 0.05 0.03 0.0134
O 6.3714 -7.1527 6.0157 -0.04 -0.14 0.08 -0.0521
H 6.7846 -7.5193 6.8054 0.05 0.08 -0.09 0.0446
H 5.4508 -7.4306 6.0821 0.05 0.10 -0.05 0.0442
O 1.1000 1.0258 7.2804 0.11 0.13 0.10 -0.0492
H 1.0030 1.9488 7.0205 -0.06 -0.10 -0.04 0.0445
H 2.0150 0.9608 7.5798 -0.08 -0.13 -0.03 0.0459
O 3.7242 2.9126 -9.9351 0.12 -0.05 0.21 -0.0557
H 3.1702 3.4976 -9.4049 -0.02 -0.09 -0.05 0.0458
H 4.6176 3.0826 -9.6134 -0.05 0.03 -0.07 0.0413
```
Forces are in eV/Å.